(1)
Formula: C33H41NO10P4S3W
Source: the Open Molecules 2025 dataset
Level of theory: wB97M-V/def2-TZVPD

Computed properties:
Largest force on an atom: 1.45 eV Å⁻¹
Charge: 0
Multiplicity: 3
Relative energy (zero: lowest compared OMol25 entry of this formula, charge and spin): 23.75 kcal per mole
<S²>: 2.039

```
93
Properties=species:S:1:pos:R:3:forces:R:3
W 0.7657 -0.8311 -0.3039 -1.045 -0.730 -0.686
S -0.3019 -2.6398 1.2124 0.021 0.038 0.004
P -1.6668 -1.1777 1.4271 0.134 0.123 0.059
C -0.7606 0.0581 0.5674 0.200 -0.127 -0.267
P 0.6993 1.6106 1.0905 0.075 0.643 0.414
S 2.4006 0.4661 1.0037 -0.001 -0.009 0.103
C 1.0306 3.1110 0.1390 -0.028 0.005 0.016
C 2.2796 3.3737 -0.4113 0.016 0.006 0.021
C 2.4887 4.5359 -1.1404 0.008 0.000 0.001
C 1.4582 5.4462 -1.3113 0.000 -0.005 0.007
C 0.2041 5.1849 -0.7726 0.004 -0.003 -0.018
C -0.0163 4.0139 -0.0685 -0.008 0.005 0.007
C 0.5518 1.9639 2.8645 0.008 0.108 -0.017
C 0.8243 0.9699 3.7997 0.008 -0.004 -0.001
C 0.6421 1.2204 5.1507 0.031 -0.008 -0.003
C 0.2057 2.4667 5.5758 0.008 0.013 -0.003
C -0.0640 3.4616 4.6472 0.001 -0.009 0.001
C 0.0977 3.2092 3.2929 0.003 -0.010 0.010
C -3.2752 -1.4785 0.6657 -0.011 -0.003 0.001
C -4.4581 -1.4952 1.3995 0.017 -0.018 -0.025
C -5.6659 -1.7260 0.7541 0.007 -0.005 0.009
C -5.6912 -1.9446 -0.6148 -0.010 -0.003 -0.004
C -4.5096 -1.9368 -1.3469 0.000 -0.001 -0.008
C -3.3013 -1.7036 -0.7126 -0.020 0.019 0.025
C -2.0007 -0.7459 3.1453 0.004 0.022 -0.011
C -1.7051 -1.6294 4.1760 -0.005 -0.008 0.004
C -1.9711 -1.2679 5.4898 -0.003 0.002 0.000
C -2.5141 -0.0230 5.7710 -0.016 -0.011 -0.008
C -2.7921 0.8689 4.7425 -0.021 -0.012 -0.005
C -2.5402 0.5094 3.4291 -0.026 -0.005 0.004
H 3.0805 2.6576 -0.2924 -0.002 -0.005 0.000
H 3.4586 4.7207 -1.5821 -0.001 0.003 -0.002
H 1.6258 6.3535 -1.8774 -0.002 0.000 0.001
H -0.6079 5.8863 -0.9175 0.001 0.000 -0.002
H -1.0062 3.7900 0.3067 0.004 -0.007 0.005
H 1.1773 0.0018 3.4668 0.005 0.002 0.009
H 0.8451 0.4393 5.8717 0.000 0.002 -0.004
H 0.0768 2.6636 6.6326 0.001 0.001 0.001
H -0.3966 4.4380 4.9754 0.001 0.001 0.001
H -0.1114 3.9925 2.5759 0.002 0.002 -0.005
H -4.4417 -1.3331 2.4690 0.001 0.011 0.014
H -6.5854 -1.7398 1.3246 0.000 0.000 0.000
H -6.6341 -2.1300 -1.1134 0.001 0.002 0.001
H -4.5224 -2.1228 -2.4133 0.001 -0.005 0.000
H -2.3784 -1.7062 -1.2789 0.020 -0.016 -0.009
H -1.2594 -2.5898 3.9475 0.001 -0.001 -0.003
H -1.7482 -1.9580 6.2931 0.000 -0.001 0.001
H -2.7138 0.2594 6.7969 0.001 0.000 0.002
H -3.1988 1.8468 4.9650 0.003 -0.001 0.000
H -2.7480 1.2060 2.6252 -0.004 -0.005 0.003
N -0.1271 -0.3438 -4.8495 0.190 -0.249 -0.203
C 0.9609 -1.1554 -4.1808 -0.015 0.019 -0.007
C 1.7573 -1.8419 -5.2871 0.014 -0.010 0.009
P -0.0034 -2.3889 -3.1906 -0.065 0.002 -0.196
O 0.9732 -3.6105 -2.9577 0.059 0.032 0.002
O -1.1710 -2.7294 -4.0327 0.035 0.045 0.026
O -0.2939 -1.7266 -1.8441 0.054 -0.133 0.112
P 1.9906 0.1383 -3.3189 -0.068 -0.037 -0.005
O 3.4445 -0.4363 -3.3100 0.178 -0.205 0.094
O 1.8525 1.3300 -4.1915 0.012 0.011 -0.004
O 1.4746 0.2967 -1.8851 0.043 0.014 0.100
H -0.7511 -0.9839 -5.3471 0.029 -0.018 -0.043
H 0.3196 0.3749 -5.4260 0.001 -0.056 -0.028
H -0.6890 0.1645 -4.1336 -0.115 0.098 0.071
H 1.1147 -2.5117 -5.8637 -0.004 0.012 0.006
H 2.5586 -2.4314 -4.8510 0.004 -0.010 -0.001
H 2.2086 -1.1027 -5.9530 -0.003 0.006 0.005
H 1.5324 -3.4170 -2.1731 0.005 -0.029 0.034
H 3.7401 -1.0105 -2.5390 -0.078 0.195 0.009
C 3.5009 -4.7894 0.2424 0.016 0.000 -0.021
C 3.8213 -3.3427 0.5927 -0.024 -0.027 0.052
C 5.2819 -3.1636 0.9695 0.005 0.016 -0.007
O 2.9731 -3.0210 1.6931 0.012 -0.024 -0.023
C 3.4517 -2.4617 -0.6123 -0.040 0.106 0.123
O 4.3182 -1.8849 -1.2573 0.054 0.020 -0.198
O 2.1840 -2.3844 -0.8929 0.179 0.076 0.105
H 3.7602 -5.4267 1.0877 0.000 0.001 0.008
H 4.0722 -5.1123 -0.6292 -0.005 0.003 0.003
H 2.4363 -4.8971 0.0378 0.000 0.009 -0.009
H 5.4991 -3.7882 1.8358 0.009 0.000 0.003
H 5.4911 -2.1220 1.2191 0.001 0.000 0.000
H 5.9374 -3.4427 0.1461 -0.005 0.000 0.001
H 3.0972 -2.0938 1.9318 -0.007 0.003 0.008
C -3.1399 1.6964 -2.6986 -0.024 -0.010 -0.014
S -1.3479 1.5170 -2.6823 -0.165 0.259 0.300
C -0.8667 3.0117 -3.5646 0.017 0.011 -0.017
O -0.9112 1.4711 0.7588 0.322 -0.127 0.054
H -3.4340 2.6004 -2.1654 0.015 -0.006 0.000
H -3.5556 0.8323 -2.1816 0.001 0.004 0.000
H -3.5318 1.7278 -3.7150 0.001 0.006 -0.002
H -1.3344 3.0546 -4.5490 -0.005 0.001 -0.005
H 0.2161 2.9618 -3.6797 -0.007 0.003 0.005
H -1.1374 3.8959 -2.9897 -0.010 -0.007 0.009
```
Forces are in eV/Å.



(2)
Formula: C33H42Br2ClCsF13K2NO13P2S
Source: the Open Molecules 2025 dataset
Level of theory: wB97M-V/def2-TZVPD

Computed properties:
Largest force on an atom: 2.82 eV Å⁻¹
Energy: -313546.66507 eV
Charge: 0

```
111
Properties=species:S:1:pos:R:3:forces:R:3
C 5.1870 -3.0447 2.1087 -0.338 0.553 0.533
C 4.9007 -1.6975 1.4655 -0.432 0.118 -1.056
C 4.0830 -1.7867 0.1613 -0.492 0.477 0.433
C 2.6126 -1.9241 0.5379 0.869 -0.049 0.186
O 1.6866 -1.8466 -0.5948 0.185 -0.242 -0.085
C 1.4629 -0.5903 -1.0253 -0.046 0.431 0.412
C 2.1524 -0.0627 -2.1133 0.162 -0.398 -0.012
P 3.3487 -1.0826 -3.0061 0.331 0.244 -0.375
O 4.6702 -0.4426 -3.2014 0.176 0.090 0.005
C 1.9143 1.2439 -2.5611 -0.030 0.435 -0.352
N 2.6303 1.7764 -3.6644 -0.590 -0.867 -0.268
C 0.9471 2.0551 -1.9313 -0.801 -0.525 -0.247
P 0.6148 3.7455 -2.4876 1.464 1.847 1.541
O 1.1346 3.9943 -3.9983 -0.344 -1.065 0.324
O -0.9680 3.9913 -2.5443 0.165 -0.674 -0.831
S 1.5107 5.0309 -1.3603 0.044 -0.152 -0.075
C 0.2362 1.5000 -0.8492 0.172 -0.108 -0.432
C 0.4912 0.2024 -0.4052 -0.271 0.194 0.259
C -0.3490 -0.3233 0.7320 -0.120 0.447 -0.780
O 0.0859 -0.9543 1.6395 0.201 -0.668 0.717
C -1.7915 0.0774 0.6310 -0.215 -0.304 0.006
C -2.0358 1.3771 0.2196 -0.197 -0.247 -0.070
C -3.3298 1.8532 0.1019 0.224 0.049 0.024
C -4.4056 1.0218 0.3860 0.293 0.195 -0.173
C -5.7670 1.6386 0.2400 0.133 0.326 -0.184
O -6.4839 0.9056 -0.7710 0.014 -0.541 0.165
O -7.8797 0.8489 -0.4987 -0.531 0.550 -0.232
C -4.1703 -0.2991 0.7726 -0.647 -0.324 0.612
C -5.2635 -1.3089 1.1004 0.247 0.211 -0.865
C -5.2555 -2.4332 0.0314 -0.733 -0.193 0.233
C -6.1404 -2.0842 -1.1568 0.872 -0.402 0.198
Br -5.8303 -3.3922 -2.5817 -0.379 0.085 0.018
C -2.8633 -0.7754 0.9192 0.380 0.312 -0.186
Cl -2.6521 -2.3702 1.5020 0.576 0.608 -0.273
C -0.8618 2.2305 -0.1154 0.040 -0.717 -0.147
O -0.8103 3.3767 0.2079 -0.023 0.907 0.093
H 4.4988 -3.1212 2.9508 0.008 -0.332 0.089
H 5.0479 -3.8862 1.4295 0.223 -0.099 -0.032
H 6.1869 -3.0069 2.5301 0.139 -0.424 -0.045
H 5.8147 -1.1731 1.1950 0.180 0.034 0.230
H 4.3227 -1.0832 2.1643 0.487 0.141 0.386
H 4.4261 -2.5961 -0.4836 0.047 -0.021 -0.121
H 4.2046 -0.8189 -0.3317 0.137 -0.077 -0.343
H 2.3818 -1.1380 1.2479 -0.223 0.044 0.074
H 2.4702 -2.8780 1.0361 -0.511 -0.111 -0.166
H 2.7319 -1.2851 -4.2665 -0.263 -0.185 0.217
H 3.3713 -2.3502 -2.4189 -0.307 0.059 0.001
H 3.2422 1.0864 -4.0880 0.466 0.168 0.344
H 1.9522 2.0072 -4.3838 0.121 0.420 0.009
H 2.0929 4.1173 -3.8987 0.032 0.170 -0.156
H -1.0677 4.9584 -2.5333 -0.128 0.046 0.160
H -3.4774 2.8712 -0.2310 -0.053 0.085 0.038
H -6.3244 1.7120 1.1785 -0.166 -0.356 0.010
H -5.6610 2.6581 -0.1265 0.022 0.158 0.127
H -7.9463 0.4318 0.3641 0.936 0.871 -0.521
H -5.1396 -1.7069 2.1079 0.236 -0.182 0.019
H -6.2474 -0.8237 1.0565 0.038 0.288 -0.017
H -4.2664 -2.6108 -0.3634 0.259 0.104 0.135
H -5.5477 -3.3728 0.5012 -0.104 -0.104 -0.088
H -7.2020 -2.0727 -0.9197 -0.152 0.007 -0.230
H -5.8043 -1.1521 -1.5847 -0.312 0.204 -0.090
K -8.6465 -0.9557 1.5793 -0.433 -1.125 0.979
C 9.1491 -2.8976 5.8506 0.400 0.102 -0.154
C 7.6791 -2.9233 5.3834 0.288 -0.440 -0.223
C 6.6274 -2.6536 6.4671 -0.692 1.138 -0.989
F 6.7485 -3.5534 7.5067 1.521 1.692 -0.743
F 5.3906 -2.8138 5.9868 0.162 -0.319 0.045
F 7.4273 -4.1036 4.7726 -0.078 -0.037 0.120
F 7.5332 -1.9642 4.4563 0.075 0.296 0.293
O 9.7255 -4.1627 6.2284 -0.634 0.013 0.315
C 9.4920 -4.6647 7.4834 0.190 0.643 -0.436
C 8.5821 -5.9127 7.4406 0.110 -0.442 -0.059
F 7.4487 -5.7100 6.7302 0.059 -0.233 0.042
F 8.1845 -6.2551 8.7007 0.094 0.204 0.000
F 9.0097 -3.7134 8.3114 0.069 -0.207 0.279
F 10.6649 -5.0587 8.0074 0.028 -0.248 -0.051
H 9.7264 -2.5817 4.9846 -0.047 -0.189 -0.099
H 9.3239 -2.1375 6.6101 -0.187 -0.082 0.147
H 6.7043 -1.6405 6.8659 0.198 -0.036 0.032
H 9.1123 -6.7492 6.9857 0.130 0.033 0.093
C -3.9384 -7.4799 -2.0608 -0.109 0.270 -0.007
O -3.8102 -6.1876 -1.4864 0.049 -0.136 -0.030
H -3.2148 -8.1309 -1.5770 0.016 0.020 0.028
H -4.9424 -7.8832 -1.8967 0.038 -0.105 -0.043
H -3.7288 -7.4536 -3.1347 -0.004 -0.120 -0.004
H -4.4492 -5.6089 -1.9118 0.015 0.077 0.074
F 4.1228 -0.6232 4.1619 0.200 -0.244 0.105
C -0.8035 5.4335 -5.6784 0.363 -0.178 -0.150
C -2.2783 5.2234 -5.8408 0.673 0.314 0.703
O -2.9235 6.3925 -6.4269 -0.975 -0.376 -0.737
C -2.8827 6.4988 -7.7352 1.860 0.497 1.082
O -2.3777 5.6869 -8.4794 -0.226 0.466 -0.534
C -3.6187 7.7719 -8.1920 0.173 1.417 -0.045
F -3.3266 8.8083 -7.4495 -0.034 -0.140 0.132
F -4.9793 7.5931 -8.1180 0.121 -0.552 0.015
F -3.3464 8.0822 -9.4580 0.016 -0.518 -0.076
H -0.6172 6.3481 -5.1097 -0.332 0.225 -0.090
H -0.3846 4.5801 -5.1550 -0.187 -0.050 -0.330
H -0.3064 5.5482 -6.6424 -0.037 -0.096 -0.021
H -2.7275 5.0735 -4.8544 -0.237 0.401 -0.176
H -2.4989 4.3311 -6.4318 0.380 0.072 -0.147
K 5.3344 -4.7995 8.4599 -1.927 -1.682 1.087
Br -3.3523 -3.8103 3.9469 -0.544 -0.402 0.564
Cs -4.7435 4.5819 -7.5135 -2.204 -1.509 -0.221
C -8.1891 4.8549 2.4580 -0.040 -0.094 -0.170
O -8.1640 3.4492 2.1930 -0.032 -0.254 -0.004
H -7.8708 5.0023 3.4854 0.017 -0.063 0.013
H -7.5036 5.3837 1.7936 -0.004 0.066 0.049
H -9.1985 5.2522 2.3359 0.025 0.068 0.035
H -8.4443 3.3110 1.2835 0.027 0.147 -0.040
F -1.5902 8.0044 -5.3398 0.192 0.207 0.202
```
Forces are in eV/Å.